# 1
{"formula": "C2H5N3O", "method": "ωB97M-V/def2-TZVPD", "symbols": ["H", "N", "C", "N", "C", "N", "O", "H", "H", "H", "H"], "positions_angstrom": [[2.9529, 1.1778, -0.4013], [2.4976, 0.5039, 0.2150], [1.2631, 0.4223, -0.0655], [0.3601, -0.4075, 0.5973], [-0.9830, -0.5841, 0.3926], [-1.7151, 0.0500, -0.5491], [-1.4614, -1.3811, 1.1992], [0.7885, 1.0124, -0.8718], [0.2941, -1.0928, 1.4088], [-2.6658, -0.2779, -0.6123], [-1.3309, 0.5770, -1.3130]], "atomic_forces_ev_per_a": [[-0.122, -0.167, 0.141], [-0.402, -0.059, -0.035], [-0.008, -0.203, 0.261], [-0.376, -0.272, 0.209], [-0.592, -0.247, 0.159], [-0.105, 0.008, -0.070], [-1.015, 0.106, -0.456], [0.025, -0.298, 0.344], [2.433, 1.083, -0.553], [0.097, 0.132, -0.101], [0.066, -0.084, 0.101]], "nbo_charge": [0.34, -0.66, 0.28, -0.67, 0.77, -0.83, -0.67, 0.14, 0.47, 0.42, 0.40], "total_charge": 0, "orbital_gap_ev": 10.36, "smiles": "[H]/N=C/NC(N)=O", "energy_ha": -318.717807, "e_above_lowest_kcal_mol": 20.5, "e_lumo_ev": 0.592}

# 2
{"formula": "C2H5N3O", "method": "ωB97M-V/def2-TZVPD", "symbols": ["C", "N", "O", "C", "N", "N", "H", "H", "H", "H", "H"], "positions_angstrom": [[1.0015, -2.5660, 0.0150], [0.4395, -1.4690, 0.4037], [-0.1166, -0.8297, -0.7815], [-0.3114, 0.5536, -0.5795], [-0.3039, 1.2977, 0.5463], [-0.6340, 2.6780, 0.4176], [1.2202, -3.3954, 0.8686], [0.9871, -2.8114, -1.1050], [-0.4172, 1.3473, -1.5578], [0.1090, 3.1646, 0.9175], [-1.6177, 2.8605, 0.9419]], "atomic_forces_ev_per_a": [[-1.335, -0.750, 0.763], [0.360, -1.510, -0.871], [0.530, 2.763, 1.199], [-0.165, 5.170, 0.712], [-0.001, -4.710, -2.090], [-2.341, 0.352, -0.053], [-0.083, 2.430, -2.234], [0.268, 0.091, 1.748], [0.011, -3.089, 2.006], [-0.526, -0.030, 0.170], [3.282, -0.717, -1.349]], "nbo_charge": [-0.13, -0.10, -0.40, 0.36, -0.36, -0.70, 0.22, 0.20, 0.18, 0.36, 0.37], "total_charge": 0, "orbital_gap_ev": 9.29, "smiles": "C=NO/C=N/N", "energy_ha": -318.526733, "e_above_lowest_kcal_mol": 140.4, "e_lumo_ev": 0.764}

# 3
{"formula": "C2H5N3O", "method": "ωB97M-V/def2-TZVPD", "symbols": ["H", "N", "C", "C", "N", "N", "O", "H", "H", "H", "H"], "positions_angstrom": [[-2.2683, 1.4588, -0.1012], [-1.9552, 0.6718, 0.4613], [-0.8931, 0.1319, 0.1026], [-0.0512, -1.0680, 0.4590], [0.8234, -0.6371, -0.6576], [1.2930, 0.6335, -0.0484], [-0.2487, -0.1729, -1.4615], [0.3333, -1.0210, 1.4845], [-0.5261, -2.0311, 0.2801], [2.2958, 0.6057, 0.1605], [1.1970, 1.4282, -0.6793]], "atomic_forces_ev_per_a": [[-0.237, -0.311, -0.216], [2.137, 0.198, -0.115], [-3.493, -1.407, -1.924], [0.014, 0.764, 0.301], [1.535, 0.147, 0.141], [1.098, 0.409, -0.002], [-0.685, 1.228, 3.032], [0.368, -0.052, -0.447], [-0.147, 0.183, -0.285], [-0.365, -0.498, -0.002], [-0.225, -0.662, -0.482]], "nbo_charge": [0.39, -0.65, 0.59, -0.33, 0.00, -0.73, -0.46, 0.22, 0.23, 0.37, 0.38], "total_charge": 0, "orbital_gap_ev": 10.20, "smiles": "[H]/N=C1/CN(N)O1", "energy_ha": -318.536483, "e_above_lowest_kcal_mol": 134.3, "e_lumo_ev": 0.873}

# 4
{"formula": "C2H5N3O", "method": "ωB97M-V/def2-TZVPD", "symbols": ["N", "N", "C", "C", "N", "O", "H", "H", "H", "H", "H"], "positions_angstrom": [[1.8263, -2.0760, 0.3651], [0.8182, -1.0944, 0.5372], [0.4115, -0.5973, -0.5491], [-0.3886, 0.5535, -0.6048], [-0.8119, 1.2385, 0.3874], [-1.8044, 2.0786, -0.0273], [1.7112, -2.7131, -0.4825], [1.8957, -2.6018, 1.2095], [0.5642, -1.1723, -1.4994], [-0.8249, 0.7886, -1.6502], [-1.8763, 2.8566, 0.5367]], "atomic_forces_ev_per_a": [[-1.271, -0.168, -1.119], [2.205, -0.904, 0.066], [0.581, -1.997, -0.649], [-2.920, 1.841, -1.979], [0.850, -0.389, 0.284], [-0.784, 0.676, -1.083], [0.030, 1.162, 1.398], [-0.015, -0.440, 0.403], [0.258, 0.850, 0.488], [0.623, -0.220, 1.666], [0.444, -0.411, 0.524]], "nbo_charge": [-0.64, -0.17, -0.04, -0.03, -0.08, -0.57, 0.34, 0.37, 0.15, 0.18, 0.48], "total_charge": 0, "orbital_gap_ev": 9.04, "smiles": "N/N=C/C=N/O", "energy_ha": -318.590257, "e_above_lowest_kcal_mol": 100.5, "e_lumo_ev": 0.338}

# 5
{"formula": "C2H5N3O2", "method": "ωB97M-V/def2-TZVPD", "symbols": ["N", "C", "O", "C", "N", "O", "H", "H", "N", "H", "H", "H"], "positions_angstrom": [[0.8633, 0.4252, -2.3894], [0.3528, -0.3497, -1.7240], [-0.0988, -1.3147, -1.0714], [-0.6848, -1.1098, 0.2775], [-0.1482, -1.8738, 1.2255], [-1.4770, -0.2173, 0.4002], [-0.5164, -1.6256, 2.1250], [0.5151, -2.6143, 1.1249], [0.4497, 2.1079, 0.2411], [0.1697, 1.2233, -0.1162], [-0.4607, 2.6567, 0.2792], [1.0352, 2.6920, -0.3724]], "atomic_forces_ev_per_a": [[0.418, 0.996, -0.803], [0.429, 0.688, -0.638], [-1.040, -2.955, 2.552], [-0.022, 2.147, -1.215], [-0.499, 0.132, -0.218], [0.426, -1.146, 0.045], [0.104, -0.304, 0.339], [0.147, -0.037, -0.346], [-1.441, 2.664, 0.832], [0.287, -0.063, -0.761], [1.486, -0.973, 0.188], [-0.293, -1.149, 0.026]], "nbo_charge": [-0.40, 0.54, -0.52, 0.90, -0.81, -0.55, 0.43, 0.43, -1.08, 0.35, 0.35, 0.37], "total_charge": 0, "orbital_gap_ev": 9.84, "smiles": "N#COC(N)=O.N", "energy_ha": -393.928121, "e_above_lowest_kcal_mol": 57.2, "e_lumo_ev": 0.275}

# 6
{"formula": "C2H5N3O2", "method": "ωB97M-V/def2-TZVPD", "symbols": ["N", "C", "C", "N", "O", "N", "O", "H", "H", "H", "H", "H"], "positions_angstrom": [[0.3622, -0.9524, 1.3242], [-0.0167, -0.1840, 0.2614], [-1.3481, 0.4446, 0.0704], [-1.1569, -0.5121, -1.0095], [-0.2504, 0.0947, -1.8736], [0.9316, -0.0442, -0.7951], [1.7116, 1.1210, -0.5260], [1.2648, -1.4032, 1.2748], [-0.3499, -1.3166, 1.9408], [-2.1022, 0.1312, 0.7863], [-1.3765, 1.5045, -0.1818], [2.3305, 1.1165, -1.2717]], "atomic_forces_ev_per_a": [[0.185, 0.491, 0.074], [-2.006, -1.344, -0.524], [1.191, 0.577, -0.097], [-0.218, -0.844, 0.881], [1.758, 0.637, 1.304], [-0.233, 1.152, -0.999], [-0.694, -0.441, -0.709], [-0.460, -0.321, -0.121], [0.400, 0.256, -0.009], [0.082, -0.099, -0.059], [-0.135, -0.051, -0.038], [0.131, -0.015, 0.297]], "nbo_charge": [-0.80, 0.37, -0.31, -0.18, -0.28, 0.06, -0.56, 0.41, 0.41, 0.22, 0.21, 0.48], "total_charge": 0, "orbital_gap_ev": 9.27, "smiles": "N[C@]12CN1ON2O", "energy_ha": -393.716600, "e_above_lowest_kcal_mol": 189.9, "e_lumo_ev": 0.776}

# 7
{"formula": "C2H5N3O2", "method": "ωB97M-V/def2-TZVPD", "symbols": ["C", "C", "N", "N", "O", "H", "H", "N", "O", "H", "H", "H"], "positions_angstrom": [[-2.0736, -2.0685, -0.3982], [-1.5339, -1.0111, -0.1323], [-0.7455, -0.1528, 0.4566], [-0.7790, 1.0162, 0.0155], [-0.3301, 1.9434, 0.6774], [-2.6407, -2.8363, -0.9141], [-1.2266, 1.2073, -0.8709], [2.0718, 0.1288, 0.7210], [1.6738, 0.5451, -0.6404], [1.3326, -0.5404, 0.9402], [1.7939, 1.0155, 1.2098], [2.4572, 0.7529, -1.0647]], "atomic_forces_ev_per_a": [[-0.385, 0.642, -0.870], [-0.890, -3.139, -0.925], [0.149, 0.499, 1.008], [0.353, 0.885, 1.934], [0.057, 0.530, -0.764], [0.411, 0.415, 0.595], [-0.319, 0.241, -0.799], [-0.425, 1.785, -0.641], [-2.094, -1.153, 1.500], [0.221, 0.180, 0.048], [0.341, -1.317, 0.023], [2.580, 0.433, -1.107]], "nbo_charge": [-0.23, 0.06, -0.29, 0.24, -0.39, 0.25, 0.36, -0.52, -0.64, 0.35, 0.35, 0.47], "total_charge": 0, "orbital_gap_ev": [8.95, 8.95], "smiles": "C#C/N=[NH+]/[O-].NO", "energy_ha": -393.702297, "e_above_lowest_kcal_mol": 198.9, "e_lumo_ev": [-0.449, -0.446]}

# 8
{"formula": "C2H5N3O2", "method": "ωB97M-V/def2-TZVPD", "symbols": ["N", "C", "C", "O", "O", "N", "N", "H", "H", "H", "H", "H"], "positions_angstrom": [[1.3470, 0.1644, 0.3787], [0.3338, -0.3900, -0.4222], [-1.6943, 0.7202, -0.6492], [1.8391, -0.8132, 1.1927], [0.1437, 1.1682, 1.2187], [-0.9606, -0.1296, 0.0188], [0.5881, -1.2990, -1.2779], [2.6682, -1.0899, 0.7550], [0.0846, 0.8273, 2.1280], [-0.3074, -1.4913, -1.7495], [-1.2701, 1.6124, -1.1219], [-2.7722, 0.7206, -0.4711]], "atomic_forces_ev_per_a": [[-2.058, 2.759, 1.168], [-0.989, -1.921, -0.331], [0.773, -1.027, 1.959], [0.198, -0.665, 0.595], [4.084, -0.697, 0.326], [-3.011, 0.790, -3.614], [-0.043, 1.393, -0.032], [-0.165, 0.487, 0.343], [0.408, -0.180, -0.148], [0.504, -0.353, 0.239], [0.034, -0.596, -0.608], [0.267, 0.010, 0.105]], "nbo_charge": [0.13, 0.47, -0.07, -0.54, -0.63, -0.38, -0.65, 0.50, 0.47, 0.36, 0.17, 0.18], "total_charge": 0, "orbital_gap_ev": 9.69, "energy_ha": -393.722034, "e_above_lowest_kcal_mol": 186.5, "e_lumo_ev": -0.165}

# 9
{"formula": "C2H5N3O3", "method": "ωB97M-V/def2-TZVPD", "symbols": ["O", "C", "N", "O", "N", "C", "N", "O", "H", "H", "H", "H", "H"], "positions_angstrom": [[-1.1761, 1.8601, 0.1290], [-1.1574, 0.6574, 0.0390], [-2.1489, -0.3530, -0.0870], [-1.6597, -1.6941, -0.1728], [0.1453, -0.0375, 0.0844], [1.1979, 0.8059, -0.1689], [2.3964, 0.3505, -0.1080], [2.4487, -0.9568, 0.2337], [-3.0554, -0.2104, 0.3287], [-1.3416, -1.9221, 0.7869], [0.2112, -0.9609, -0.2876], [0.8466, 1.8536, -0.4212], [3.4423, -0.9345, -0.3720]], "atomic_forces_ev_per_a": [[-1.643, -0.861, -0.051], [2.551, -2.830, 0.150], [1.180, 1.044, -0.334], [-0.407, 0.671, 2.847], [-2.396, 2.025, -0.107], [0.499, 0.381, -0.039], [-1.605, 4.433, -0.635], [5.341, -1.649, -3.020], [-0.094, -0.304, 0.011], [-0.822, 0.463, -2.353], [0.069, -0.437, -0.048], [1.400, -1.263, 0.429], [-4.074, -1.675, 3.150]], "nbo_charge": [-0.59, 0.77, -0.36, -0.53, -0.70, 0.18, -0.23, -0.57, 0.39, 0.47, 0.43, 0.23, 0.51], "total_charge": 0, "orbital_gap_ev": 9.40, "smiles": "O=C(NO)N/C=N\\O", "energy_ha": -469.045961, "e_above_lowest_kcal_mol": 97.1, "e_lumo_ev": 0.450}

# 10
{"formula": "C2H5N3O3", "method": "ωB97M-V/def2-TZVPD", "symbols": ["C", "C", "N", "N", "N", "O", "O", "O", "H", "H", "H", "H", "H"], "positions_angstrom": [[-0.9156, 0.7361, 1.7314], [1.5826, -0.3118, -0.4700], [0.0967, 1.1480, 2.2070], [0.1096, -0.2117, -0.4573], [-0.6107, -0.6931, -1.3133], [-1.9793, -0.5869, -0.8900], [-2.0334, 0.5871, 1.4700], [-0.4164, -1.1985, -2.3998], [1.8190, 0.7651, -0.5127], [1.7713, -0.7813, 0.3898], [1.8678, -0.7318, -1.4239], [-2.2081, -0.0525, -0.1219], [0.9164, 1.3314, 1.7908]], "atomic_forces_ev_per_a": [[-0.109, 1.450, 0.250], [-3.337, 2.540, -4.366], [-1.977, -0.802, 2.194], [7.041, 4.573, 7.309], [-8.642, -2.111, -2.229], [-0.632, -1.878, -2.655], [-1.238, -0.822, -0.091], [1.094, -1.096, -2.986], [0.715, -0.446, 0.483], [1.733, -1.829, 3.184], [0.706, -0.624, 0.152], [1.317, 0.458, 0.388], [3.327, 0.586, -1.634]], "nbo_charge": [0.90, -0.47, -0.74, -0.16, 0.31, -0.61, -0.55, -0.25, 0.22, 0.22, 0.22, 0.50, 0.40], "total_charge": 0, "orbital_gap_ev": [7.15, 8.11], "spin_multiplicity": 3, "energy_ha": -468.889971, "e_above_lowest_kcal_mol": 6.8, "e_lumo_ev": [0.599, -2.645]}